DFT (ωB97M-V/def2-TZVPD) results for a structure of composition C18H18CuN6O6S.

The calculation puts the orbital gap (spin up / spin down) at 7.155 / 7.363 eV. The expectation value of S² is 0.753. The value obtained for the highest occupied orbital energy (spin up / spin down) is -8.25 / -8.46 eV. Its spin multiplicity is 2. Its LUMO energy (spin up / spin down) is -1.09 / -1.09 eV.

Atoms and positions in Å:
Cu (-0.425, -1.040, 0.695)
O (4.192, 5.249, 0.750)
N (3.071, 4.981, 0.381)
O (2.296, 5.776, -0.111)
C (2.669, 3.549, 0.392)
C (3.676, 2.667, 0.375)
C (3.409, 1.261, 0.336)
C (4.431, 0.296, 0.337)
C (4.096, -1.030, 0.322)
C (2.736, -1.380, 0.324)
N (1.772, -0.488, 0.317)
C (2.090, 0.817, 0.311)
C (1.001, 1.786, 0.303)
N (-0.252, 1.289, 0.252)
C (-1.266, 2.116, 0.369)
C (-1.095, 3.499, 0.508)
C (0.166, 4.024, 0.500)
C (1.274, 3.159, 0.383)
H (4.696, 3.027, 0.385)
H (5.467, 0.614, 0.354)
H (4.851, -1.804, 0.327)
H (2.421, -2.417, 0.352)
H (-2.251, 1.660, 0.366)
H (-1.959, 4.140, 0.616)
H (0.314, 5.088, 0.587)
C (-4.056, -3.462, -1.346)
N (-3.533, -2.244, -1.932)
C (-3.110, -2.217, -3.330)
C (-2.529, -0.801, -3.481)
N (-2.542, -0.303, -2.109)
C (-3.033, -1.212, -1.248)
S (-3.002, -1.066, 0.439)
H (-3.300, -4.248, -1.372)
H (-4.940, -3.777, -1.901)
H (-4.321, -3.268, -0.312)
H (-3.952, -2.400, -3.997)
H (-2.357, -2.992, -3.486)
H (-3.151, -0.173, -4.118)
H (-1.517, -0.821, -3.882)
H (-1.845, 0.339, -1.769)
O (-0.488, -3.646, -0.435)
N (-0.348, -2.944, -1.408)
O (-0.233, -1.666, -1.159)
C (0.208, -1.457, 4.534)
C (0.049, -1.405, 3.043)
O (0.510, -2.286, 2.297)
O (-0.592, -0.411, 2.534)
H (0.828, -2.302, 4.819)
H (-0.776, -1.548, 4.995)
H (0.648, -0.525, 4.888)

***

DFT (ωB97M-V/def2-TZVPD) results for an isolated molecule of C2H4P2 in a non-equilibrium geometry.

The calculation puts the orbital gap at 8.135 eV. The value obtained for the highest occupied orbital energy is -8.92 eV. Its LUMO energy is -0.78 eV. Its SMILES is [H]/P=C\P=C. The relative energy (zero: lowest compared OMol25 entry of this formula, charge and spin) is 137.7 kJ/mol.

Atoms and positions in Å:
C (0.826, -0.814, -0.360)
C (-1.280, 0.748, 1.052)
P (1.975, -0.795, -1.602)
P (-0.420, 0.574, -0.418)
H (1.059, -1.281, 0.569)
H (-2.030, 1.552, 1.044)
H (-1.098, 0.154, 1.975)
H (0.969, -0.137, -2.260)

***

DFT (ωB97M-V/def2-TZVPD) results for the ion C4H8NO with charge +1 in a non-equilibrium geometry.

The calculation puts the orbital gap at 10.288 eV. The value obtained for the highest occupied orbital energy is -15.32 eV. The charge is +1. Its LUMO energy is -5.03 eV. Its SMILES is C=[N+]1C[C@@H]1OC. The relative energy (zero: lowest compared OMol25 entry of this formula, charge and spin) is 394.4 kJ/mol.

Atoms and positions in Å:
C (1.689, 0.062, -1.595)
C (1.306, -0.068, 1.171)
C (0.041, 0.184, 0.430)
C (-2.255, -0.215, 0.250)
N (1.097, 0.283, -0.535)
O (-0.958, -0.714, 0.322)
H (1.267, 0.228, -2.555)
H (2.731, -0.347, -1.709)
H (1.979, 0.636, 1.679)
H (1.494, -1.070, 1.513)
H (-0.463, 1.086, 0.506)
H (-2.869, -0.697, -0.573)
H (-2.160, 0.874, 0.035)
H (-2.897, -0.241, 1.062)

***

DFT (ωB97M-V/def2-TZVPD) results for an isolated molecule of C3H5N3O.

The calculation puts the orbital gap at 10.411 eV. The value obtained for the highest occupied orbital energy is -9.53 eV. Its LUMO energy is 0.88 eV. Its SMILES is Nc1conc1N. The relative energy (zero: lowest compared OMol25 entry of this formula, charge and spin) is 227.5 kJ/mol.

Atoms and positions in Å:
N (1.493, -0.952, -0.007)
C (0.134, -0.559, 0.056)
C (-1.010, -1.284, 0.013)
O (-2.078, -0.486, 0.133)
N (-1.655, 0.824, 0.260)
C (-0.346, 0.783, 0.220)
N (0.455, 1.918, 0.387)
H (1.786, -1.394, 0.859)
H (1.660, -1.600, -0.767)
H (-1.196, -2.348, -0.074)
H (0.740, 2.328, -0.495)
H (0.014, 2.623, 0.959)

***

DFT (ωB97M-V/def2-TZVPD) results for an isolated molecule of C8H6Br2O2S in a non-equilibrium geometry.

The calculation puts the orbital gap at 9.078 eV. The value obtained for the highest occupied orbital energy is -9.11 eV. Its LUMO energy is -0.03 eV. The relative energy (zero: lowest compared OMol25 entry of this formula, charge and spin) is 117.2 kJ/mol.

Atoms and positions in Å:
C (-0.499, -0.791, 1.478)
C (-0.613, -0.727, -1.581)
C (0.765, -1.143, 1.161)
C (0.648, -1.050, -1.317)
C (-1.311, 0.278, 0.815)
C (-1.444, 0.154, -0.714)
C (1.338, -0.665, -0.040)
C (-0.827, 1.407, -0.019)
O (1.646, 1.798, -1.187)
O (1.460, 1.816, 1.277)
S (1.130, 1.247, 0.011)
Br (3.229, -0.565, -0.084)
Br (-1.425, 3.194, -0.092)
H (-0.830, -1.076, 2.420)
H (-1.052, -1.137, -2.444)
H (1.216, -1.846, 1.893)
H (1.117, -1.648, -1.996)
H (-2.125, 0.503, 1.508)
H (-2.424, 0.251, -1.091)

***

DFT (ωB97M-V/def2-TZVPD) results for a cluster of 5 separate species, C14H19FNO14 in total in a non-equilibrium geometry.

The calculation puts the orbital gap at 6.283 eV. The value obtained for the highest occupied orbital energy is -4.51 eV. The charge is -1. Its LUMO energy is 1.77 eV.

Atoms and positions in Å:
O (2.573, 0.707, 2.344)
C (2.033, 1.302, 1.401)
O (2.469, 1.476, 0.234)
C (0.618, 1.898, 1.677)
N (-0.282, 0.777, 1.881)
F (-1.619, 1.303, 1.990)
H (0.619, 2.540, 2.556)
H (0.282, 2.486, 0.816)
H (-0.298, 0.186, 1.054)
C (-3.609, -1.211, -0.948)
C (-3.584, -2.104, 0.277)
O (-2.217, -2.523, 0.314)
C (-1.470, -1.603, -0.345)
O (-0.284, -1.562, -0.344)
O (-2.269, -0.725, -1.001)
H (-4.310, -0.384, -0.868)
H (-3.814, -1.769, -1.866)
H (-3.812, -1.558, 1.193)
H (-4.241, -2.958, 0.196)
C (4.008, 2.340, -2.989)
C (2.847, 1.411, -2.726)
O (1.996, 1.683, -3.866)
C (2.751, 2.171, -4.860)
O (2.383, 2.340, -5.984)
O (4.001, 2.457, -4.425)
H (4.961, 1.946, -2.649)
H (3.852, 3.330, -2.557)
H (3.139, 0.361, -2.754)
H (2.347, 1.617, -1.784)
C (4.590, 5.646, 2.313)
C (4.640, 4.144, 2.085)
O (3.274, 3.783, 2.214)
C (2.508, 4.851, 1.944)
O (1.333, 4.812, 1.796)
O (3.275, 5.981, 1.866)
H (5.334, 6.198, 1.743)
H (4.679, 5.907, 3.370)
H (4.979, 3.878, 1.081)
H (5.240, 3.611, 2.817)
C (-5.370, -7.313, 0.060)
C (-4.077, -6.593, -0.270)
O (-4.329, -5.276, 0.226)
C (-5.285, -5.354, 1.185)
O (-5.603, -4.462, 1.898)
O (-5.833, -6.595, 1.207)
H (-5.233, -8.363, 0.303)
H (-6.113, -7.221, -0.734)
H (-3.219, -7.007, 0.262)
H (-3.857, -6.560, -1.333)

***

DFT (ωB97M-V/def2-TZVPD) results for a structure of composition C36H51B2N12O7P2RbS3 in a non-equilibrium geometry.

The calculation puts the orbital gap at 6.210 eV. The value obtained for the highest occupied orbital energy is -2.76 eV. The charge is -2. Its LUMO energy is 3.45 eV. The relative energy (zero: lowest compared OMol25 entry of this formula, charge and spin) is 633.3 kJ/mol.

Atoms and positions in Å:
Rb (3.475, 0.851, 0.716)
C (0.398, 4.083, -0.454)
C (-0.490, 2.984, 0.017)
C (-1.342, 3.155, 1.050)
C (-2.039, 2.040, 1.587)
N (-1.932, 0.862, 1.061)
N (-1.116, 0.691, -0.002)
B (-0.919, -0.784, -0.336)
N (-1.850, -1.709, 0.535)
N (-3.130, -2.007, 0.538)
C (-3.532, -2.823, 1.484)
C (-2.631, -3.336, 2.456)
C (-1.301, -3.026, 2.433)
C (-0.275, -3.481, 3.410)
C (-0.920, -2.169, 1.374)
S (0.532, -1.456, 0.886)
C (-5.027, -3.139, 1.468)
C (-5.406, -4.174, 2.527)
C (-5.801, -1.842, 1.738)
C (-5.408, -3.679, 0.085)
N (-1.054, -1.126, -1.826)
N (-1.871, -0.206, -2.390)
C (-1.888, -0.072, -3.673)
C (-1.045, -0.873, -4.500)
C (-0.314, -1.868, -3.954)
C (0.592, -2.731, -4.768)
C (-0.402, -2.094, -2.523)
S (0.234, -3.461, -1.814)
C (-2.753, 1.037, -4.253)
C (-1.825, 2.053, -4.933)
C (-3.541, 1.745, -3.150)
C (-3.728, 0.451, -5.280)
C (-0.332, 1.660, -0.538)
S (0.800, 1.316, -1.730)
C (-2.945, 2.173, 2.804)
C (-2.300, 3.101, 3.842)
C (-3.177, 0.804, 3.445)
C (-4.286, 2.762, 2.347)
H (0.046, 5.044, -0.075)
H (1.399, 3.905, -0.051)
H (0.481, 4.100, -1.540)
H (-1.405, 4.119, 1.537)
H (-3.002, -3.989, 3.236)
H (-0.714, -4.098, 4.194)
H (0.508, -4.048, 2.900)
H (0.216, -2.614, 3.861)
H (-5.221, -3.807, 3.539)
H (-6.472, -4.396, 2.446)
H (-4.859, -5.110, 2.393)
H (-5.563, -1.441, 2.726)
H (-5.543, -1.084, 0.999)
H (-6.878, -2.031, 1.692)
H (-4.878, -4.610, -0.131)
H (-6.483, -3.877, 0.045)
H (-5.153, -2.958, -0.690)
H (-0.987, -0.680, -5.565)
H (0.614, -2.384, -5.802)
H (1.600, -2.708, -4.349)
H (0.270, -3.773, -4.730)
H (-1.096, 2.439, -4.217)
H (-1.275, 1.607, -5.764)
H (-2.410, 2.889, -5.326)
H (-2.873, 2.201, -2.420)
H (-4.162, 2.527, -3.598)
H (-4.182, 1.048, -2.609)
H (-3.203, -0.062, -6.090)
H (-4.402, -0.267, -4.806)
H (-4.332, 1.247, -5.723)
H (-1.268, 2.820, 4.051)
H (-2.297, 4.141, 3.510)
H (-2.877, 3.055, 4.771)
H (-2.231, 0.379, 3.788)
H (-3.844, 0.919, 4.305)
H (-3.624, 0.105, 2.739)
H (-4.144, 3.730, 1.861)
H (-4.781, 2.094, 1.637)
H (-4.948, 2.908, 3.207)
C (6.007, -2.903, 0.767)
C (4.689, -2.552, 0.433)
N (4.657, -1.495, -0.364)
N (5.943, -1.136, -0.564)
C (6.770, -1.967, 0.101)
B (6.332, 0.126, -1.389)
N (6.151, 1.415, -0.509)
C (6.744, 1.630, 0.685)
C (6.325, 2.852, 1.165)
C (5.461, 3.323, 0.165)
N (5.361, 2.460, -0.840)
N (5.488, 0.232, -2.658)
C (5.923, 0.114, -3.929)
C (4.832, 0.209, -4.766)
C (3.750, 0.389, -3.881)
N (4.154, 0.402, -2.623)
H (6.348, -3.691, 1.416)
H (3.759, -3.016, 0.728)
H (7.838, -1.823, 0.053)
H (7.501, 0.010, -1.692)
H (7.401, 0.894, 1.121)
H (6.579, 3.313, 2.103)
H (4.896, 4.243, 0.132)
H (6.972, -0.029, -4.135)
H (4.819, 0.161, -5.842)
H (2.699, 0.519, -4.100)
O (3.416, 0.698, 5.427)
P (3.661, 0.176, 3.855)
O (5.204, -0.721, 4.317)
O (5.196, 0.529, 3.480)
O (3.113, 1.780, 3.188)
P (1.559, 2.082, 2.925)
O (0.854, 1.379, 4.229)
O (1.276, 3.548, 2.948)
O (1.137, 1.308, 1.711)
H (4.224, 1.141, 5.732)
H (1.484, 1.351, 4.971)

***

DFT (ωB97M-V/def2-TZVPD) results for a structure of composition CHAlLiO2 in a non-equilibrium geometry.

The calculation puts the orbital gap at 9.152 eV. The value obtained for the highest occupied orbital energy is -28.39 eV. The charge is +3. Its LUMO energy is -19.24 eV. The relative energy (zero: lowest compared OMol25 entry of this formula, charge and spin) is 205.9 kJ/mol.

Atoms and positions in Å:
H (1.228, 1.068, -0.042)
O (0.431, 0.619, 0.198)
C (0.429, -0.094, -0.853)
O (-0.121, -0.732, -1.612)
Li (-0.590, 0.070, 1.926)
Al (-1.376, -0.930, 0.383)

***

DFT (ωB97M-V/def2-TZVPD) results for the ion C4H8NO2 with charge -1 in a non-equilibrium geometry.

The calculation puts the orbital gap at 7.494 eV. The value obtained for the highest occupied orbital energy is -3.76 eV. The charge is -1. Its LUMO energy is 3.73 eV. Its SMILES is CCCNC(=O)[O-]. The relative energy (zero: lowest compared OMol25 entry of this formula, charge and spin) is 140.2 kJ/mol.

Atoms and positions in Å:
C (0.238, 0.155, -0.537)
N (1.315, 0.100, 0.379)
C (2.646, -0.046, -0.109)
O (3.572, 0.032, 0.756)
O (2.719, 0.019, -1.378)
C (-1.126, 0.452, -0.021)
C (-2.064, -0.804, 0.428)
H (0.683, 1.059, -1.175)
H (0.225, -0.682, -1.311)
H (1.226, 0.803, 1.182)
H (-1.636, 1.251, -0.701)
H (-0.897, 1.057, 0.922)
H (-2.124, -1.016, 1.523)
H (-1.639, -1.701, -0.086)
H (-3.139, -0.679, 0.127)

***

DFT (ωB97M-V/def2-TZVPD) results for an isolated molecule of C3H5NO2 in a non-equilibrium geometry.

The calculation puts the orbital gap at 10.585 eV. The value obtained for the highest occupied orbital energy is -9.82 eV. Its LUMO energy is 0.77 eV. Its SMILES is C[C@@]1(O)NC1=O. The relative energy (zero: lowest compared OMol25 entry of this formula, charge and spin) is 261.6 kJ/mol.

Atoms and positions in Å:
C (-1.975, 0.117, -0.075)
C (-0.562, -0.364, -0.072)
C (0.655, 0.517, -0.458)
N (-1.306, 0.055, 1.089)
O (-3.046, 0.296, -0.511)
O (-0.013, -1.629, -0.137)
H (1.572, 0.229, 0.186)
H (0.636, 1.625, -0.360)
H (0.736, 0.454, -1.549)
H (-1.220, 0.455, 2.042)
H (-0.655, -2.151, 0.335)

***

DFT (ωB97M-V/def2-TZVPD) results for a cluster of 2 separate species, C3H3ClNO in total in a non-equilibrium geometry.

The calculation puts the orbital gap at 8.828 eV. The value obtained for the highest occupied orbital energy is -15.67 eV. The charge is +1. Its LUMO energy is -6.85 eV. The relative energy (zero: lowest compared OMol25 entry of this formula, charge and spin) is 19.2 kJ/mol.

Atoms and positions in Å:
C (-1.532, -0.987, -0.180)
C (2.154, -0.435, 0.120)
C (-0.244, -0.919, -0.210)
N (0.950, -0.745, 0.026)
O (3.253, -0.172, 0.206)
Cl (0.288, 2.396, 0.072)
H (-2.105, -1.512, -0.986)
H (-0.897, 2.926, 0.256)
H (-1.867, -0.552, 0.695)

***

DFT (ωB97M-V/def2-TZVPD) results for a structure of composition C21H40FI2O6P.

The calculation puts the orbital gap at 8.859 eV. The value obtained for the highest occupied orbital energy is -8.27 eV. Its LUMO energy is 0.58 eV.

Atoms and positions in Å:
C (3.895, 1.581, -1.244)
C (2.404, 1.654, -1.391)
I (1.673, 0.019, -2.482)
C (1.579, 2.571, -0.917)
I (2.331, 4.166, 0.243)
P (-0.243, 2.746, -1.130)
F (-0.338, 2.670, -2.758)
H (4.174, 0.645, -0.751)
H (4.280, 2.422, -0.665)
H (4.362, 1.579, -2.233)
H (-0.511, 1.375, -0.905)
C (0.574, 2.595, 3.425)
C (-0.700, 2.126, 2.772)
O (-0.749, 1.913, 1.578)
C (-1.913, 1.986, 3.646)
H (1.312, 2.746, 2.643)
H (0.399, 3.542, 3.941)
H (0.914, 1.871, 4.168)
H (-2.141, 2.942, 4.121)
H (-1.730, 1.264, 4.445)
H (-2.771, 1.675, 3.055)
C (-1.507, 7.718, 3.084)
C (-0.768, 6.694, 2.250)
O (0.393, 6.839, 1.952)
C (-1.565, 5.492, 1.807)
H (-0.841, 8.537, 3.343)
H (-2.367, 8.101, 2.530)
H (-1.891, 7.250, 3.993)
H (-2.423, 5.814, 1.213)
H (-1.965, 4.966, 2.680)
H (-0.951, 4.816, 1.215)
C (1.744, -4.677, -3.167)
C (1.596, -3.465, -4.047)
O (0.718, -2.649, -3.867)
C (2.596, -3.317, -5.167)
H (0.988, -4.671, -2.387)
H (1.662, -5.580, -3.775)
H (2.738, -4.683, -2.715)
H (2.560, -4.194, -5.815)
H (3.607, -3.278, -4.756)
H (2.389, -2.413, -5.735)
C (-1.735, -6.126, 1.084)
C (-1.317, -5.094, 0.066)
O (-0.234, -5.129, -0.470)
C (-2.318, -4.010, -0.254)
H (-0.937, -6.849, 1.230)
H (-1.973, -5.640, 2.032)
H (-2.641, -6.636, 0.749)
H (-2.572, -3.458, 0.653)
H (-3.242, -4.454, -0.630)
H (-1.903, -3.333, -0.996)
C (4.231, -7.917, -3.046)
C (4.745, -6.966, -4.099)
O (4.008, -6.461, -4.914)
C (6.225, -6.669, -4.075)
H (3.158, -8.051, -3.158)
H (4.737, -8.881, -3.134)
H (4.453, -7.527, -2.051)
H (6.793, -7.593, -4.196)
H (6.505, -6.244, -3.110)
H (6.477, -5.974, -4.872)
C (-5.268, 4.770, 1.899)
C (-5.155, 4.812, 3.403)
O (-4.375, 4.106, 4.000)
C (-6.060, 5.781, 4.122)
H (-4.570, 4.042, 1.492)
H (-6.287, 4.509, 1.608)
H (-5.059, 5.757, 1.481)
H (-7.104, 5.552, 3.900)
H (-5.874, 6.798, 3.770)
H (-5.890, 5.725, 5.194)

***

> What is the formula in the eighth record?

CHAlLiO2